ORCA calculation (the ωB97M-V functional and the def2-TZVPD basis) on a cluster of 14 separate species, C46H52Cl12N8 in total.

```
118
Properties=species:S:1:pos:R:3:forces:R:3
N 4.5358 3.5101 -2.7359 -0.210 -1.729 0.054
C 4.2242 2.5234 -3.6081 -0.177 0.348 0.689
C 3.7783 1.2379 -3.2600 -0.061 0.845 1.143
C 3.7207 0.9118 -1.8940 -0.540 1.469 -0.463
C 4.0406 1.9338 -0.9610 0.633 -1.727 -0.827
C 4.4669 3.1522 -1.4285 -0.470 1.139 -1.002
H 4.2518 2.7829 -4.6561 0.093 0.177 -0.141
H 3.3429 0.6255 -4.0358 0.333 -0.306 0.029
H 3.2488 -0.0040 -1.5698 0.294 -0.215 0.084
H 4.1297 1.6950 0.0885 -0.386 0.129 0.206
H 4.6324 3.9750 -0.7488 0.360 -0.058 0.278
N -0.6645 4.2128 -0.0680 -0.385 1.246 -0.778
C -1.5565 5.1740 -0.5061 1.245 -0.683 0.695
C -1.1709 6.4092 -0.9909 1.476 0.360 -0.004
C 0.2226 6.7362 -1.0126 -1.750 -0.878 -0.426
C 1.0909 5.7420 -0.6501 0.780 0.109 0.200
C 0.6353 4.5090 -0.1981 -1.244 0.035 -0.095
H -2.6029 4.9245 -0.4108 -0.022 -0.156 -0.055
H -1.8934 7.1208 -1.3623 -0.153 -0.015 0.110
H 0.6015 7.6610 -1.4219 -0.161 0.173 0.144
H 2.1526 5.9308 -0.7099 0.167 -0.113 -0.017
H 1.3341 3.7165 0.0255 0.128 -0.107 0.189
N 4.8221 3.9275 2.1004 -0.551 -0.333 0.391
C 3.4659 3.9382 1.9845 0.044 -0.605 0.091
C 2.5822 3.1260 2.6976 2.706 -0.906 2.350
C 3.2332 2.2896 3.7466 -1.463 1.461 -1.755
C 4.5981 2.2517 3.8302 0.476 0.525 -0.859
C 5.3517 3.0873 2.9777 -0.770 0.172 0.500
H 3.1134 4.6678 1.2705 -0.251 -0.001 -0.113
H 1.5046 3.1709 2.6404 0.029 0.126 -0.179
H 2.6417 1.7883 4.4984 -0.250 -0.322 -0.217
H 5.1629 1.6196 4.4994 -0.313 -0.028 0.325
H 6.4103 3.1523 3.1814 0.294 -0.045 -0.491
N -0.2308 1.6985 -3.6571 1.027 -0.295 -1.429
C 0.3250 1.4639 -4.8795 -0.232 0.675 -0.012
C 0.7552 2.4584 -5.7922 -0.711 -0.584 1.817
C 0.5138 3.7653 -5.3995 -0.171 0.938 0.908
C -0.0791 4.0726 -4.1503 0.413 -2.096 -0.777
C -0.3579 2.9660 -3.3038 -0.626 1.731 -0.931
H 0.3651 0.4279 -5.1820 0.129 -0.232 0.110
H 1.2358 2.2141 -6.7280 -0.098 -0.077 -0.012
H 0.8114 4.5846 -6.0371 -0.079 0.080 -0.200
H -0.3899 5.0730 -3.8874 0.289 0.036 0.149
H -0.8461 3.1916 -2.3673 0.088 -0.273 0.336
N -3.9772 -4.0153 6.1464 1.057 1.285 0.063
C -3.5994 -3.2282 7.1960 -0.705 -1.669 -0.409
C -2.9007 -2.0658 7.1116 0.934 1.476 -1.985
C -2.4873 -1.6411 5.8156 -0.686 -1.212 0.082
C -2.8225 -2.4427 4.7041 -0.296 1.278 1.448
C -3.5849 -3.5824 4.9302 -0.287 -0.481 0.710
H -3.8551 -3.6057 8.1750 -0.330 -0.082 0.093
H -2.7255 -1.4192 7.9588 0.121 -0.216 0.206
H -1.9179 -0.7415 5.6345 -0.213 0.106 0.264
H -2.6685 -2.0014 3.7305 0.252 -0.485 -0.284
H -3.9106 -4.1993 4.1057 -0.044 -0.015 -0.144
N 2.4295 -4.6225 -3.8777 -0.263 2.107 0.740
C 1.5967 -4.7243 -2.8078 -0.389 1.642 -1.180
C 0.8403 -3.6150 -2.3241 0.972 -0.690 -0.911
C 1.0334 -2.3723 -2.9235 -0.968 -0.410 1.260
C 1.9321 -2.2141 -3.9401 0.791 -0.366 0.012
C 2.6160 -3.3361 -4.3701 -0.465 -1.810 0.331
H 1.4338 -5.7121 -2.4027 0.141 -0.135 0.038
H 0.0892 -3.7287 -1.5564 0.034 -0.111 0.114
H 0.4592 -1.5363 -2.5523 -0.072 0.210 -0.008
H 2.1602 -1.2283 -4.3177 -0.064 -0.056 -0.291
H 3.3047 -3.2248 -5.1946 0.192 -0.310 -0.053
N -2.8502 -4.2048 -2.5697 0.103 0.272 0.359
C -2.6922 -2.8646 -2.7144 -0.017 -1.739 -1.447
C -2.8653 -2.2964 -3.9791 -0.569 -0.508 -0.744
C -3.2291 -3.1247 -5.0659 0.082 0.640 1.140
C -3.3529 -4.4867 -4.8670 0.368 0.226 -1.314
C -3.1524 -4.9893 -3.6208 -0.129 0.888 1.772
H -2.3956 -2.3244 -1.8275 -0.081 0.250 0.050
H -2.8031 -1.2409 -4.1991 0.153 0.202 0.421
H -3.4928 -2.6758 -6.0122 0.286 0.005 -0.163
H -3.4952 -5.1658 -5.6946 -0.405 0.029 -0.098
H -3.3724 -6.0248 -3.4069 0.360 -0.210 0.099
N -1.5243 -0.8533 -0.0109 0.418 0.190 -0.870
C -0.8994 -1.2314 1.1091 -0.378 1.274 -1.422
C 0.2244 -0.5650 1.5253 0.667 0.861 0.695
C 0.7473 0.5388 0.7949 -0.527 -1.383 0.280
C 0.1266 0.8705 -0.3955 0.225 -0.014 -0.095
C -0.9803 0.1488 -0.7738 -1.255 -2.336 0.845
H -1.3053 -2.0719 1.6524 -0.102 -0.049 0.147
H 0.5611 -0.9380 2.4813 0.856 0.411 0.002
H 1.6679 1.0566 1.0200 0.042 -0.097 0.571
H 0.5422 1.6263 -1.0454 -0.050 0.051 -0.044
H -1.4838 0.1744 -1.7290 0.268 0.803 -0.120
C -5.0633 1.4016 -0.7509 -0.165 0.107 0.462
Cl -3.4455 1.9906 -1.2914 -1.183 -0.144 0.119
Cl -4.9539 0.6536 0.9049 -0.180 0.297 -1.266
H -5.8008 2.2032 -0.7104 0.615 0.387 0.406
H -5.5096 0.7395 -1.4928 0.724 -0.601 0.293
C -2.2441 2.3751 2.3519 0.021 0.014 -0.018
Cl -3.4435 3.6415 1.9119 0.590 -0.591 0.083
Cl -2.7145 1.6504 3.9223 0.399 0.154 -0.384
H -2.1594 1.5615 1.6316 -0.705 0.209 -0.164
H -1.2497 2.8212 2.3703 -0.305 0.238 0.477
C -4.6076 -3.1734 0.3849 -0.667 -0.240 -0.240
Cl -5.4424 -2.3846 -0.9772 0.041 0.126 0.117
Cl -5.5682 -2.9835 1.8992 0.646 -0.042 -0.509
H -4.6067 -4.2279 0.1093 0.225 0.178 0.331
H -3.6031 -2.7594 0.4724 -0.265 0.079 0.176
C 1.1002 -2.4562 6.2553 -0.708 0.338 -0.917
Cl 0.6892 -0.8922 5.4538 0.357 -0.198 0.073
Cl 2.6968 -2.3841 6.9769 -0.246 -0.165 0.198
H 0.2612 -2.6422 6.9259 0.552 0.005 0.402
H 1.0722 -3.2076 5.4662 0.256 0.107 0.249
C 4.1642 -2.3839 1.9184 -0.994 0.355 0.035
Cl 3.7578 -2.1146 0.2276 0.295 -0.222 -0.511
Cl 3.4368 -0.9627 2.8149 0.919 -1.109 0.015
H 3.6461 -3.3052 2.1849 0.008 0.345 0.391
H 5.2392 -2.5056 2.0515 -0.211 0.536 0.100
C 0.0056 -4.9430 1.7035 -0.780 0.961 0.476
Cl 0.6233 -3.8521 3.0173 0.143 -0.546 -0.664
Cl -1.7667 -5.0077 1.8516 -0.029 -0.379 0.081
H 0.1249 -4.4289 0.7498 0.713 -0.360 0.210
H 0.4316 -5.9389 1.8252 -0.021 0.351 -0.193
```
Forces are in eV/Å.

Values from the calculation:
- E_HOMO: -9.4827 eV
- Orbital gap: 9.7 eV
- Net charge: 0


ORCA calculation (the ωB97M-V functional and the def2-TZVPD basis) on a structure of composition C23H19AgBBrFINO4.

```
52
Properties=species:S:1:pos:R:3:forces:R:3
C -3.3042 -0.9384 3.0231 -0.149 -0.098 -0.418
C -3.2689 -0.2243 1.8929 0.407 -0.051 0.361
C -3.4884 1.2736 1.7870 -1.282 -0.368 -0.661
C -2.9520 1.7833 0.4891 -0.105 0.334 -0.176
C -3.7934 2.4057 -0.4921 0.461 -0.175 0.105
Br -5.6055 2.6317 -0.1257 -0.254 0.112 0.060
C -3.3150 2.8447 -1.7145 -0.326 0.316 -0.136
B -4.3355 3.4997 -2.7895 -0.625 0.270 -0.072
N -4.3015 4.8679 -3.1640 1.053 -0.708 0.317
O -5.3071 2.7073 -3.3387 0.908 -0.168 -0.365
C -1.9431 2.6768 -1.9980 0.236 0.042 0.113
I -1.2029 3.2653 -3.8021 -0.178 -0.116 0.106
C -1.0752 2.0627 -1.0404 0.116 -0.046 -0.219
C -1.5804 1.6414 0.1579 -0.161 -0.165 0.217
C -0.6101 0.9988 1.1162 0.118 0.219 -0.082
O -0.6593 1.1777 2.3027 -0.039 -0.105 0.144
C 0.4618 0.1644 0.4881 -0.217 -0.234 -0.181
C 0.8928 -1.0651 1.2513 0.220 0.473 0.393
C 2.4221 -1.1261 1.5305 -0.673 -0.187 -0.557
C 3.1627 -2.3787 1.0371 0.343 0.535 -0.004
C 4.5176 -2.5146 1.4248 -0.329 -0.112 -0.034
C 5.2677 -3.5887 0.9792 0.422 -0.129 0.206
C 4.7184 -4.5735 0.1669 -0.223 0.213 -0.184
C 3.3955 -4.4580 -0.2226 0.074 -0.022 0.017
C 2.6290 -3.3750 0.1986 -0.362 -0.005 0.069
C 0.9475 0.5707 -0.6881 -0.030 -0.271 -0.057
C 2.0008 -0.1758 -1.4638 -0.256 0.707 -0.006
C 3.4105 0.3566 -1.3356 0.708 -0.608 -0.065
O 4.3786 -0.3098 -1.4941 -0.307 0.291 0.096
F 3.5017 1.6435 -0.9881 -0.183 -0.140 0.013
C 0.3969 1.8263 -1.2852 -0.134 0.073 0.300
O 1.0690 2.6125 -1.8945 0.042 -0.068 -0.301
H -2.5958 -1.7498 3.1389 -0.866 -0.879 -0.387
H -4.0383 -0.8033 3.8073 0.745 0.897 0.630
H -3.0384 -0.7513 0.9673 1.080 0.224 0.087
H -3.0031 1.8164 2.5955 0.042 -0.163 0.154
H -4.5560 1.4770 1.8036 -0.016 0.260 0.261
H -4.2266 4.9847 -4.1668 -0.672 0.432 -0.009
H -3.6086 5.4321 -2.6921 -0.109 0.240 -0.105
H -5.0314 1.7847 -3.3651 -0.465 -0.162 0.091
H 0.4927 -1.9406 0.7411 0.129 -0.067 -0.111
H 0.3826 -1.0206 2.2130 -0.110 -0.024 0.013
H 2.8666 -0.2266 1.1095 0.322 -0.051 0.039
H 2.5631 -1.0490 2.6095 0.148 0.300 0.028
H 4.9616 -1.7448 2.0417 0.110 0.026 0.018
H 6.3006 -3.6590 1.2899 0.067 -0.020 -0.047
H 5.3057 -5.4062 -0.1882 0.128 -0.027 0.079
H 2.9395 -5.2006 -0.8602 0.017 -0.058 -0.059
H 1.6115 -3.3074 -0.1606 -0.057 0.030 -0.001
H 2.0274 -1.2216 -1.1804 0.055 -0.072 0.015
H 1.7360 -0.1450 -2.5230 0.132 0.027 -0.088
Ag 2.4806 -3.5516 2.8107 0.046 -0.718 0.393
```
Forces are in eV/Å.

Values from the calculation:
- <S²>: 0.7738
- Multiplicity: 2
- E_HOMO (alpha / beta): -14.1167 / -14.0919 eV
- Orbital gap (alpha / beta): 6.8 / 4.1 eV
- Net charge: +2


ORCA calculation (the ωB97M-V functional and the def2-TZVPD basis) on a cluster of 2 separate species, C3H7NO2 in total.

```
13
Properties=species:S:1:pos:R:3:forces:R:3
C 1.4374 -0.3866 0.3723 0.022 0.059 -0.166
C 0.3182 -0.9038 -0.4798 -0.081 -0.333 -0.375
N -0.3420 -0.5273 -1.5005 -0.377 -0.308 0.801
O -0.2336 0.8098 -1.8585 0.482 0.146 -0.371
H 2.1967 -1.1743 0.2941 0.082 0.259 0.120
H 1.8825 0.5634 0.0734 -0.226 -0.061 -0.049
H 1.1201 -0.3616 1.4229 0.031 0.080 -0.261
H 0.0117 -1.9049 -0.2029 0.110 -0.258 -0.104
H -0.7309 0.8002 -2.6890 0.183 0.286 0.250
C -1.4166 0.7661 1.1363 -0.024 -0.094 0.413
O -1.3139 -0.1747 1.8854 -0.238 0.556 -0.378
H -2.3819 1.1456 0.7549 -0.088 -0.263 0.103
H -0.5476 1.3482 0.7913 0.124 -0.067 0.019
```
Forces are in eV/Å.

Values from the calculation:
- E_HOMO: -9.7085 eV
- SMILES: C/C=N\O.C=O
- Orbital gap: 10.6 eV
- Energy above the lowest of the compared OMol25 structures with the same formula, charge and spin: 369.64 kJ/mol
- Net charge: 0


ORCA calculation (the ωB97M-V functional and the def2-TZVPD basis) on an isolated molecule of C7H13IO2SSi.

```
25
Properties=species:S:1:pos:R:3:forces:R:3
C -0.3704 -1.8555 2.0416 0.717 4.048 -0.159
Si -0.1904 -1.4638 0.2140 0.867 0.792 -1.757
C 1.2614 -2.5612 -0.3534 -1.379 -0.899 -3.610
C -1.6571 -1.4053 -1.0220 0.903 -3.649 -0.451
C 0.2226 0.3957 -0.1162 3.295 3.489 -4.710
C 0.9101 1.2821 -1.2437 -2.744 -5.143 5.012
I 2.0717 0.5565 -2.8740 -0.782 0.355 1.024
C 0.7883 2.7429 -0.9498 -1.209 -3.086 1.919
C -0.4571 2.9593 -0.1114 -0.039 2.425 1.325
S -0.2756 1.5991 1.0600 -0.846 -0.623 -0.304
O 0.8534 1.8249 1.8924 1.496 0.840 0.753
O -1.4624 1.2199 1.7796 -0.704 0.075 -0.653
H -1.3827 -1.6542 2.1705 -2.316 -0.450 0.538
H -0.0624 -2.7892 2.3515 0.522 -1.993 0.558
H -0.0110 -1.0283 2.7640 0.221 -1.281 -1.356
H 2.0719 -2.1375 0.1060 2.286 0.832 1.507
H 1.1063 -3.5641 -0.0283 -0.154 -0.758 0.960
H 1.6485 -2.8171 -1.4356 -1.240 1.265 1.603
H -2.5130 -0.8230 -0.7921 -0.675 0.573 0.364
H -1.2599 -1.1554 -2.0254 0.000 0.249 0.638
H -1.9697 -2.5180 -1.1792 0.055 1.731 0.345
H 1.5406 3.0201 -0.2610 1.575 0.564 -0.002
H 0.7518 3.1824 -1.8365 0.194 2.793 -3.540
H -0.1118 3.9626 0.4073 -1.666 -1.852 -0.383
H -1.5030 3.0271 -0.5582 1.625 -0.298 0.379
```
Forces are in eV/Å.

Values from the calculation:
- E_HOMO: -8.7939 eV
- SMILES: C[Si](C)(C)C1=C(I)CCS1(=O)=O
- Orbital gap: 8.5 eV
- Energy above the lowest of the compared OMol25 structures with the same formula, charge and spin: 176.97 kJ/mol
- Net charge: 0


> Look up the net charge of the first one.

0